Density functional theory data (the ωB97M-V functional and the def2-TZVPD basis) for an isolated ion of composition C4H9N2O and charge +1.

Geometry as XYZ:
```
16
C4H9N2O (the ωB97M-V functional and the def2-TZVPD basis)
C 0.964 0.274 0.511
C 1.716 -0.819 1.176
C -1.158 0.983 -0.550
C -1.511 0.701 -1.962
N -0.201 0.333 0.016
N 1.090 -1.939 1.816
O -1.894 1.768 0.187
H 1.609 1.139 0.340
H 2.421 -1.107 0.362
H 2.350 -0.327 1.929
H -0.713 0.168 -2.471
H -1.715 1.634 -2.488
H -2.417 0.093 -2.006
H 1.773 -2.610 2.136
H 0.380 -2.396 1.259
H -2.692 2.103 -0.254
```

Results
HOMO = -13.3611 eV
gap between HOMO and LUMO = 9.278 eV
net charge = +1
energy above the lowest of the compared OMol25 structures with the same formula, charge and spin = 2.0217 eV

---

Density functional theory data (the ωB97M-V functional and the def2-TZVPD basis) for C32H31BrF6InN4O2PSi as an isolated structure.

Geometry as XYZ:
```
79
C32H31BrF6InN4O2PSi (the ωB97M-V functional and the def2-TZVPD basis)
In 0.404 0.130 0.164
O -0.494 -0.679 6.592
C -0.460 -0.352 5.296
C -1.354 -0.842 4.350
C -1.195 -0.455 3.045
N -0.235 0.383 2.606
C 0.576 0.874 3.550
Br 1.873 2.151 3.059
C 0.519 0.542 4.885
H -1.201 -1.308 6.776
H -2.146 -1.530 4.623
H -1.869 -0.838 2.297
H 1.212 0.961 5.600
C -3.945 -0.837 -0.304
C -4.553 0.402 -0.233
C -3.771 1.538 -0.088
C -2.397 1.413 -0.009
N -1.820 0.199 -0.034
C -2.569 -0.902 -0.194
C -1.489 2.600 0.054
C -1.953 3.903 -0.028
C -1.041 4.948 -0.022
C 0.314 4.671 0.051
C 0.703 3.348 0.135
N -0.179 2.349 0.144
H -4.515 -1.745 -0.439
H -5.630 0.494 -0.297
H -4.242 2.508 -0.043
H -2.052 -1.848 -0.227
H -3.009 4.116 -0.103
H -1.391 5.970 -0.077
H 1.056 5.458 0.050
H 1.748 3.070 0.209
F -0.084 -2.014 1.241
P 0.480 -3.218 0.185
F 1.933 -2.551 0.324
F 0.135 -2.037 -0.970
F 0.979 -4.215 -0.924
F 0.741 -4.182 1.399
F -1.034 -3.719 0.040
C 0.521 3.067 -3.601
C 1.686 2.145 -3.914
C 2.843 2.251 -2.949
C 2.098 2.126 -5.366
Si 0.798 0.190 -3.440
O 0.311 0.410 -1.961
C 2.271 -0.869 -3.792
C 2.923 -1.497 -2.723
C 3.950 -2.399 -2.963
C 4.348 -2.661 -4.266
C 3.708 -2.041 -5.336
C 2.674 -1.150 -5.103
C -0.558 -0.216 -4.644
C -1.093 0.596 -5.648
C -2.050 0.105 -6.526
C -2.489 -1.206 -6.410
C -1.974 -2.024 -5.412
C -1.014 -1.536 -4.538
H 0.878 4.092 -3.767
H 0.193 2.972 -2.568
H -0.339 2.909 -4.254
H 3.263 3.260 -3.062
H 3.630 1.530 -3.164
H 2.536 2.119 -1.912
H 2.205 3.171 -5.686
H 1.359 1.671 -6.030
H 3.051 1.621 -5.507
H 2.632 -1.296 -1.703
H 4.430 -2.893 -2.127
H 5.161 -3.352 -4.454
H 4.009 -2.262 -6.353
H 2.162 -0.704 -5.949
H -0.778 1.627 -5.755
H -2.449 0.746 -7.303
H -3.232 -1.592 -7.097
H -2.312 -3.048 -5.320
H -0.611 -2.192 -3.770
N 3.657 0.409 0.363
C 2.505 0.316 0.356
```

Results
HOMO (spin up / spin down) = -11.4787 / -11.4888 eV
gap between HOMO and LUMO (spin up / spin down) = 7.921 / 6.085 eV
net charge = +1
2S+1 = 2
energy above the lowest of the compared OMol25 structures with the same formula, charge and spin = 0.3763 eV

---

Density functional theory data (the ωB97M-V functional and the def2-TZVPD basis) for the molecule C2H6N4S at a distorted geometry.

Geometry as XYZ:
```
13
C2H6N4S (the ωB97M-V functional and the def2-TZVPD basis)
C -1.374 0.726 -0.515
C 1.071 0.279 -0.025
H -3.642 -1.270 0.347
H -2.305 -0.930 1.195
H -1.048 1.820 -0.648
H -0.525 -1.024 -0.117
H 0.940 2.045 0.953
H 2.505 1.620 0.522
N -2.697 -0.922 0.267
N -2.627 0.396 -0.139
N -0.293 -0.008 -0.028
N 1.494 1.571 0.252
S 2.172 -0.972 -0.092
```

Results
HOMO = -8.5544 eV
gap between HOMO and LUMO = 8.693 eV
energy above the lowest of the compared OMol25 structures with the same formula, charge and spin = 1.6454 eV